<w>
108
Properties=species:S:1:pos:R:3 method="wB97M-V/def2-TZVPD" e_lumo_ev=0.245 gap_ha=0.3397 total_charge=0
C -6.34289 6.04000 1.71774
C 0.65892 -0.41969 8.33096
H -6.97549 -4.28361 -0.87228
C -5.97430 8.42915 1.08237
C 9.74784 6.60681 -2.72448
H 7.54222 5.61450 -2.77976
H -0.02620 2.39943 7.60921
C -4.09418 -10.05340 -3.68643
C 0.42268 -0.80271 -1.22363
H -6.15579 5.55473 2.67566
H 10.59760 7.20335 -2.39260
H -3.93082 -8.25049 -5.71631
H 1.29592 -0.86748 7.56819
H -2.22579 -8.58451 -5.98992
C 9.10491 -3.38205 -0.80418
H -3.76859 6.03203 1.99779
H 7.76061 8.50879 -0.66410
H 8.27655 -1.43349 -2.47883
C 1.17013 1.48057 -0.73157
H -7.31936 -6.00573 -1.48585
C 1.35128 1.23855 10.04496
N -2.95595 -9.44643 -4.16219
H 10.19315 -3.40073 -0.86310
H -3.51531 7.45355 0.98245
O 1.70506 2.38626 10.29699
H -0.30147 -0.30484 7.82841
H 7.39271 2.33789 -8.87686
H -3.91785 -10.76657 -2.86637
N 8.61788 7.16756 -2.03251
H 3.84073 2.51445 -7.65734
O -5.54499 -5.87131 2.09511
C 8.76340 8.29934 -1.03647
H -6.16363 5.31443 0.92431
H -0.52065 0.63438 1.34097
C -8.33917 -1.14713 5.91103
H -10.19447 -2.70348 6.51830
H 7.75198 3.79572 -7.98997
H 1.52784 1.76705 0.25741
H -1.55358 -0.35283 0.11232
H 5.93869 4.92556 -9.01537
C 8.68811 -1.03478 -1.55161
C -9.04804 -1.18523 3.71179
H -8.51942 -5.01916 -0.60966
C -5.86663 -5.55962 0.94081
H -8.43717 -0.06265 5.95990
H -1.49937 1.40481 0.07153
H 0.52529 -1.10480 9.16814
H -7.75624 -7.11037 2.06060
H 1.96676 1.29944 -1.45315
H 9.75538 6.60624 -3.81445
C 5.26820 4.06622 -9.00609
N 1.03108 0.91983 8.76994
H 8.15144 -0.09005 -1.46455
H 8.41783 -2.64773 1.45942
H -5.23117 9.22140 1.26207
H 1.26878 1.56684 6.71552
H -8.10365 -1.49087 3.26143
N 5.74205 3.10449 -7.98670
H 1.16400 0.47761 10.81833
C 0.96111 1.94478 7.69051
C 7.40571 6.47713 -2.10937
C -8.09199 -6.70052 1.10803
C -0.93191 0.51338 0.33881
H 8.62776 -4.13839 -0.18097
H 9.70618 -0.67808 -1.70786
O 5.21545 1.38786 -6.66148
H 4.28005 4.41026 -8.70064
O 8.19252 -0.61499 1.13968
N -9.27832 -1.66678 5.04420
O -0.35632 -1.70331 -1.43388
H -1.25510 -9.07126 -3.02468
H -2.65387 -7.47798 -4.80983
H 9.33158 7.87387 -0.20928
H -7.38127 6.37082 1.69790
O -5.19164 -9.80655 -4.17852
C 8.43464 -1.78245 0.77883
H 9.85145 5.55157 -2.47184
H -8.45932 -1.42374 6.95848
O 6.34890 6.97269 -1.78521
C -2.97968 -8.43515 -5.21698
H 1.70260 2.69283 7.97106
C -10.14404 -2.60720 5.42268
H 7.47939 2.28558 -7.09229
N -5.49330 7.24337 1.57222
N 8.65391 -2.04813 -0.48196
H -8.89705 -5.97555 1.22796
N 0.20557 0.39831 -0.60505
C -1.64971 -9.83293 -3.69718
H 5.34593 3.73305 -10.04101
N -7.06693 -5.81675 0.47714
O -10.88644 -3.11855 4.61918
H -7.31227 -1.33304 5.59635
H -8.94891 -0.11626 3.90044
H -1.03211 -10.06441 -4.56498
H 8.78560 -3.70968 -1.79353
O -7.09967 8.62458 0.66649
H -1.57804 -10.79700 -3.19367
C -7.45889 -5.24782 -0.71501
H -5.21099 -4.92260 0.32718
C 4.87344 2.29775 -7.34312
H -9.85462 -1.44190 3.02503
C 7.16942 2.87512 -7.95511
H 9.18570 9.23312 -1.40771
C -4.06847 7.06782 1.83879
H -8.30406 -7.54953 0.45817
H 1.47617 -0.81848 -1.54317
H 0.75293 2.35589 -1.22942
H -3.75780 7.60046 2.73761



<x>
108
Properties=species:S:1:pos:R:3 method="wB97M-V/def2-TZVPD" e_lumo_ev=0.256 gap_ha=0.3431 total_charge=0
C -20.00882 17.45697 19.08120
H -20.76348 17.11822 19.79102
H -23.51211 19.23622 12.74911
C -19.57558 18.32806 13.76621
H -20.73060 26.07267 12.77929
H -22.87075 14.96548 16.69276
C -16.73555 15.66692 14.72473
H -20.29390 19.14194 13.66760
C -16.47365 18.06285 17.67983
H -16.59123 26.11271 13.52619
H -14.63169 22.57654 10.81392
H -14.59144 19.46795 9.69593
C -14.68640 21.89686 11.66429
H -22.06262 16.05622 18.42730
C -19.24234 17.93317 11.31976
H -18.35338 25.04685 23.04159
H -24.45972 13.89220 12.93800
H -18.19851 27.61371 17.36402
H -16.88451 16.17378 13.77132
H -16.22027 24.49492 13.19724
C -21.76378 20.57335 15.63546
H -21.20730 19.82032 16.19348
H -22.23890 20.21135 14.72369
H -21.90567 16.02210 15.42704
C -19.35980 24.86747 22.66339
H -22.28372 18.44229 13.69212
H -20.82338 24.42651 13.03743
H -23.55074 14.76216 11.64869
H -20.69830 25.17541 15.65354
C -15.34424 20.21798 9.45335
C -16.07401 16.98186 16.71279
H -20.02835 25.62495 23.07250
N -23.43484 17.09622 12.83360
H -25.20717 14.80994 11.74721
H -15.56748 18.63919 17.86635
C -20.46555 17.05987 17.68442
H -20.28946 24.77684 20.69669
N -19.78291 22.14887 14.95480
C -24.19229 16.10606 13.27365
H -18.84336 18.36558 14.57277
H -18.96119 23.12461 18.63811
N -20.34964 26.07827 15.94230
N -18.90314 18.52827 12.45939
C -16.49287 25.42042 12.69004
H -20.49176 16.26766 12.17975
N -21.61040 16.28757 17.55432
C -18.28519 27.54757 16.27948
O -17.96666 25.67494 10.74847
C -20.23371 16.78900 11.25796
H -20.00591 17.32878 13.83210
O -24.80572 16.06374 14.33283
H -17.03020 18.85845 17.18447
O -21.81073 22.80699 14.92014
N -16.85195 16.84562 15.55465
H -15.84679 15.03599 14.71291
H -20.59044 24.85577 11.38160
H -13.81132 21.24698 11.66241
N -18.90136 25.25041 12.76758
H -19.75244 24.69342 18.67646
C -17.89489 25.54287 11.96724
H -19.05434 17.06776 19.43558
H -17.65683 17.42127 15.35243
H -18.85272 28.38904 15.88205
C -24.33574 14.83294 12.40158
H -14.56563 22.50038 12.56388
H -19.48972 23.03591 14.57102
H -18.00991 24.57631 18.35705
H -23.22010 16.98730 11.85272
C -18.83558 24.16506 18.93776
H -19.81009 15.99942 10.63731
N -19.44661 24.54353 21.20196
H -23.27911 16.54191 16.31032
H -22.31479 26.84722 15.99949
O -19.89508 17.51881 16.72202
C -20.31094 25.14286 12.39529
H -16.00328 19.76833 8.71066
H -15.63908 25.62026 12.04257
C -22.40081 15.90139 16.39056
O -16.61983 20.94896 12.69919
O -15.23346 16.17905 17.11433
H -17.61696 15.05406 14.91354
O -17.28034 24.11755 20.64559
O -18.24429 25.27917 15.70150
H -21.19782 17.10866 10.86246
H -21.14135 27.31602 17.29492
C -21.10943 21.91244 15.19091
C -18.46273 24.29059 20.37933
H -16.74499 17.65939 18.65538
H -19.07894 20.51417 16.10828
H -17.29098 27.49117 15.83622
H -18.28255 19.31997 12.54979
H -18.68300 25.27085 13.75348
C -18.96627 26.24339 15.89342
H -19.76623 18.51877 19.12399
O -18.76026 18.23224 10.28440
H -18.13563 20.92446 14.71192
H -18.00526 22.01220 16.02965
H -14.89203 21.10538 9.01049
H -20.99823 27.97473 15.59709
H -17.01936 19.73818 10.60699
C -18.71763 21.36038 15.52392
C -21.28948 27.13650 16.23006
C -15.92570 21.00765 11.71045
H -19.61654 24.01069 23.28637
N -16.26093 20.40496 10.58980
H -22.57039 20.89058 16.29641
H -23.89114 18.63154 14.37324
C -23.34689 18.42034 13.45277



The data favor <x>; the next most stable structure lies 417.3 kJ/mol above it.